79
Properties=species:S:1:pos:R:3:lowdin_charge:R:1 method="wB97M-V/def2-TZVPD" homo_energy_ev=-4.37 lumo_energy_ev=1.16 total_charge=-1 gap_ha=0.2032
N 2.73451 2.63596 -2.27692 0.01
C 2.31625 1.52296 -1.39592 -0.29
C 2.65240 0.15836 -2.00683 -0.21
C 1.95027 -0.05978 -3.35964 -0.21
C 0.39795 -0.01120 -3.37722 -0.21
C -0.37784 -0.76016 -2.26570 -0.11
C -1.61095 -0.00334 -1.66184 -0.44
C -2.56162 0.46715 -2.82010 -0.11
C -2.86277 1.97769 -2.83625 -0.18
C -4.11112 2.42297 -2.03553 -0.26
N -3.73926 3.26020 -0.88511 0.00
C -2.31202 -0.90846 -0.61962 -0.18
O -1.92496 -0.46148 0.64338 -0.15
B -1.02068 0.71328 0.49455 -0.69
O -1.19310 1.12116 -0.92375 -0.08
H 2.89371 3.42675 -1.67356 -0.05
H 1.97692 2.91469 -2.88764 -0.01
H 1.24894 1.55244 -1.16087 0.09
H 2.85452 1.64050 -0.43977 0.03
H 3.74341 0.08385 -2.15120 0.10
H 2.37055 -0.62746 -1.28437 0.09
H 2.29482 -1.00696 -3.80936 0.10
H 2.31790 0.73802 -4.02878 0.07
H 0.07501 1.04603 -3.39109 0.09
H 0.08574 -0.40168 -4.35921 0.06
H 0.28713 -0.98472 -1.42038 0.09
H -0.73964 -1.73282 -2.64422 0.12
H -3.51516 -0.08773 -2.72523 0.11
H -2.14223 0.17727 -3.79505 0.08
H -2.95815 2.31932 -3.88121 0.08
H -1.99115 2.48284 -2.39830 0.10
H -4.82232 2.93479 -2.71182 0.10
H -4.63105 1.53607 -1.63542 0.10
H -2.99060 3.88720 -1.14592 0.07
H -4.51285 3.82882 -0.57283 0.03
H -2.02679 -1.96490 -0.75875 0.11
H -3.41208 -0.85308 -0.74075 0.11
H 0.19662 0.35704 0.68109 0.01
H -1.26640 1.62286 1.28126 0.05
C 2.37769 6.02806 0.34123 -1.63
Br 1.17939 4.68426 1.00036 0.60
Br 4.05590 5.24913 -0.18427 0.58
Br 1.58478 7.00661 -1.11757 0.56
H 2.57530 6.73883 1.13055 -0.03
C -3.66973 2.49176 2.45324 -1.64
Br -3.73667 0.78931 3.32750 0.60
Br -5.44332 3.26132 2.34315 0.52
Br -2.48992 3.70688 3.36527 0.54
H -3.29926 2.34953 1.44069 -0.07
C 4.81767 1.37120 2.17628 -1.65
Br 3.26972 0.24109 2.12932 0.60
Br 5.58635 1.59182 0.42789 0.57
Br 4.42065 3.07128 2.98215 0.55
H 5.55702 0.88684 2.79715 -0.13
C 8.87639 0.12570 2.60669 -1.62
Br 7.50779 -1.20714 2.39726 0.61
Br 9.74288 0.51601 0.93706 0.57
Br 8.18064 1.72006 3.43040 0.60
H 9.62456 -0.27938 3.27237 -0.03
C 0.16118 -3.79137 1.88215 -1.60
Br -1.48667 -3.72913 2.87808 0.55
Br -0.08092 -4.75251 0.22312 0.55
Br 0.83896 -2.02636 1.57635 0.64
H 0.86604 -4.36461 2.46722 -0.03
C -0.17314 2.99146 -6.73916 -1.63
Br -0.78541 1.17202 -6.73303 0.61
Br -1.61231 4.21980 -6.38429 0.57
Br 1.28882 3.24065 -5.51802 0.64
H 0.19521 3.20879 -7.73114 -0.04
C -3.84062 -6.42462 5.19856 -1.63
Br -3.46031 -7.67544 3.78664 0.60
Br -2.29351 -6.16393 6.31650 0.60
Br -4.51699 -4.76587 4.52618 0.59
H -4.61235 -6.86576 5.81500 -0.03
C -2.98912 -9.80794 6.77969 -1.69
Br -1.12477 -10.24596 6.70993 0.58
Br -4.05440 -11.04438 5.76566 0.56
Br -3.61990 -9.64492 8.58774 0.57
H -3.09148 -8.83754 6.31601 -0.15